A 2-piece molecular cluster, C4H11NO2 overall. Source: OMol25; level of theory: ωB97M-V/def2-TZVPD.

Bonds (Å) are listed after each position.
Positions of all 18 atoms, in Å:
1 C -1.84 -0.07 -0.61  C2 1.536, N3 1.459, H4 1.088, H5 1.085
2 C -1.86 0.06 -2.14  C1 1.536, H6 1.084, H7 1.091, H11 1.088
3 N -1.13 -1.27 -0.19  C1 1.459, H9 1.011, H10 0.999
4 H -1.31 0.81 -0.25  C1 1.088
5 H -2.86 -0.11 -0.25  C1 1.085
6 H -0.88 -0.20 -2.52  C2 1.084
7 H -2.13 1.07 -2.44  C2 1.091
8 H 1.38 -1.01 -0.35  O15 0.969
9 H -0.40 -1.11 0.49  N3 1.011
10 H -1.72 -2.00 0.16  N3 0.999
11 H -2.61 -0.60 -2.57  C2 1.088
12 C 2.54 1.10 1.76  C13 1.485, H16 1.089, H17 1.090, H18 1.094
13 C 1.67 -0.02 1.33  C12 1.485, O14 1.209, O15 1.344
14 O 0.85 -0.61 1.99  C13 1.209
15 O 1.91 -0.29 0.03  H8 0.969, C13 1.344
16 H 2.08 1.81 2.46  C12 1.089
17 H 2.85 1.68 0.89  C12 1.090
18 H 3.47 0.76 2.21  C12 1.094

Its total energy is -9911.718 eV. Its spin multiplicity is 1. The HOMO energy comes out at -9.013 eV. The lowest unoccupied orbital energy comes out at 0.84 eV. As for the HOMO-LUMO gap: 9.85 eV. The structure (SMILES) is CC(=O)O.CCN. The value obtained for the energy above the lowest of the compared OMol25 structures with the same formula, charge and spin is 0.524 eV.

A 2-piece molecular cluster, C4H11NO2 overall. Source: OMol25; level of theory: ωB97M-V/def2-TZVPD.

Bonds (Å) are listed after each position.
Positions of all 18 atoms, in Å:
1 C -1.01 1.07 0.30  N2 1.398, O6 1.235, H7 1.143
2 N -1.60 -0.18 0.09  C1 1.398, C4 1.513, H8 1.001
3 C 0.45 -1.35 -1.38  C4 1.595, H9 1.157, H10 1.081, H11 1.042
4 C -0.65 -1.32 -0.22  N2 1.513, C3 1.595, C5 1.557, H12 1.110
5 C -0.01 -1.77 1.13  C4 1.557, H13 1.080, H14 1.116, H15 1.144
6 O -0.08 1.35 -0.46  C1 1.235
7 H -1.73 1.73 0.88  C1 1.143
8 H -2.55 -0.22 -0.22  N2 1.001
9 H 1.53 -1.07 -1.07  C3 1.157
10 H 0.48 -2.39 -1.67  C3 1.081
11 H 0.28 -0.74 -2.21  C3 1.042
12 H -1.38 -2.11 -0.49  C4 1.110
13 H -0.51 -1.62 2.08  C5 1.080
14 H 0.99 -1.31 1.29  C5 1.116
15 H -0.09 -2.91 1.16  C5 1.144
16 H 1.29 1.99 0.21  O18 1.014
17 H 2.71 2.88 0.19  O18 0.990
18 O 2.26 2.06 0.49  H16 1.014, H17 0.990

Its total energy is -9909.925 eV. Its spin multiplicity is 1. The HOMO energy comes out at -9.682 eV. The lowest unoccupied orbital energy comes out at 0.65 eV. As for the HOMO-LUMO gap: 10.33 eV. The structure (SMILES) is CC(C)NC=O.O. The value obtained for the energy above the lowest of the compared OMol25 structures with the same formula, charge and spin is 2.317 eV.

A 3-piece molecular cluster, C4H11NO2 overall. Source: OMol25; level of theory: ωB97M-V/def2-TZVPD.

Bonds (Å) are listed after each position.
Positions of all 18 atoms, in Å:
1 C -0.11 -2.53 -1.15  C2 1.517, H6 1.087, H7 1.102, H8 1.087
2 C -0.02 -1.02 -1.01  C1 1.517, C3 1.382, N5 1.332
3 C 0.03 -0.38 0.21  C2 1.382, H9 1.080, H10 1.081
4 C -1.82 -0.36 -2.51  N5 1.227, H11 1.099, H12 1.083
5 N -0.74 -0.40 -1.94  C2 1.332, C4 1.227
6 H 0.43 -2.99 -0.33  C1 1.087
7 H -1.15 -2.81 -0.92  C1 1.102
8 H -0.12 -2.91 -2.17  C1 1.087
9 H 0.01 0.70 0.24  C3 1.080
10 H -0.02 -0.98 1.11  C3 1.081
11 H -2.60 -1.04 -2.14  C4 1.099
12 H -2.09 0.29 -3.34  C4 1.083
13 H 2.31 -0.06 2.08  O15 0.952
14 H 3.44 0.98 2.06  O15 0.961
15 O 2.69 0.65 1.56  H13 0.952, H14 0.961
16 H -0.14 4.39 1.95  O18 0.957
17 H -0.02 3.84 3.43  O18 0.958
18 O -0.07 4.62 2.88  H16 0.957, H17 0.958

Its total energy is -9900.908 eV. Its spin multiplicity is 2. The HOMO energy (alpha / beta) comes out at -13.647 / -13.647 eV. The lowest unoccupied orbital energy (alpha / beta) comes out at -4.85 / -7.32 eV. As for the HOMO-LUMO gap (alpha / beta): 8.80 / 6.33 eV. The total charge is +1. The value obtained for the energy above the lowest of the compared OMol25 structures with the same formula, charge and spin is 2.088 eV.

A 2-piece molecular cluster, C4H11NO2S overall. Source: OMol25; level of theory: ωB97M-V/def2-TZVPD.

Bonds (Å) are listed after each position.
Positions of all 19 atoms, in Å:
1 C 0.37 1.04 -0.82  C2 1.552, C5 1.547, H8 1.120, H9 1.084
2 C -0.19 0.88 0.62  C1 1.552, C3 1.520, H10 1.083, H11 1.129
3 C -1.57 0.25 0.56  C2 1.520, S4 1.800, H12 1.094, H13 1.100
4 S -2.94 1.42 0.61  C3 1.800, H14 1.355
5 C 0.88 -0.36 -1.22  C1 1.547, N6 1.372, O7 1.219
6 N 2.16 -0.79 -0.96  C5 1.372, H15 1.018, H16 0.996
7 O 0.01 -1.13 -1.61  C5 1.219
8 H 1.31 1.64 -0.91  C1 1.120
9 H -0.16 1.54 -1.62  C1 1.084
10 H 0.52 0.54 1.36  C2 1.083
11 H -0.26 1.92 1.07  C2 1.129
12 H -1.58 -0.56 -0.18  C3 1.094
13 H -1.76 -0.21 1.54  C3 1.100
14 H -2.88 1.76 -0.71  S4 1.355
15 H 2.44 -1.68 -1.37  N6 1.018
16 H 2.80 -0.45 -0.27  N6 0.996
17 H 1.07 -1.89 1.19  O19 0.961
18 H -0.47 -2.01 1.04  O19 0.961
19 O 0.25 -1.91 1.68  H17 0.961, H18 0.961

Its total energy is -20746.322 eV. Its spin multiplicity is 1. The HOMO energy comes out at -9.036 eV. The lowest unoccupied orbital energy comes out at 0.56 eV. As for the HOMO-LUMO gap: 9.59 eV. The structure (SMILES) is NC(=O)CCCS.O. The value obtained for the energy above the lowest of the compared OMol25 structures with the same formula, charge and spin is 0.981 eV.

Copy entry 2 word for word.
A 2-piece molecular cluster, C4H11NO2 overall. Source: OMol25; level of theory: ωB97M-V/def2-TZVPD.

Bonds (Å) are listed after each position.
Positions of all 18 atoms, in Å:
1 C -1.01 1.07 0.30  N2 1.398, O6 1.235, H7 1.143
2 N -1.60 -0.18 0.09  C1 1.398, C4 1.513, H8 1.001
3 C 0.45 -1.35 -1.38  C4 1.595, H9 1.157, H10 1.081, H11 1.042
4 C -0.65 -1.32 -0.22  N2 1.513, C3 1.595, C5 1.557, H12 1.110
5 C -0.01 -1.77 1.13  C4 1.557, H13 1.080, H14 1.116, H15 1.144
6 O -0.08 1.35 -0.46  C1 1.235
7 H -1.73 1.73 0.88  C1 1.143
8 H -2.55 -0.22 -0.22  N2 1.001
9 H 1.53 -1.07 -1.07  C3 1.157
10 H 0.48 -2.39 -1.67  C3 1.081
11 H 0.28 -0.74 -2.21  C3 1.042
12 H -1.38 -2.11 -0.49  C4 1.110
13 H -0.51 -1.62 2.08  C5 1.080
14 H 0.99 -1.31 1.29  C5 1.116
15 H -0.09 -2.91 1.16  C5 1.144
16 H 1.29 1.99 0.21  O18 1.014
17 H 2.71 2.88 0.19  O18 0.990
18 O 2.26 2.06 0.49  H16 1.014, H17 0.990

Its total energy is -9909.925 eV. Its spin multiplicity is 1. The HOMO energy comes out at -9.682 eV. The lowest unoccupied orbital energy comes out at 0.65 eV. As for the HOMO-LUMO gap: 10.33 eV. The structure (SMILES) is CC(C)NC=O.O. The value obtained for the energy above the lowest of the compared OMol25 structures with the same formula, charge and spin is 2.317 eV.